{"formula": "C24H45NO12SSi", "method": "wB97M-V/def2-TZVPD", "species": ["C", "C", "C", "C", "C", "C", "C", "Si", "N", "S", "C", "C", "C", "C", "C", "H", "H", "H", "H", "H", "H", "H", "H", "H", "H", "H", "H", "H", "H", "H", "H", "H", "H", "H", "H", "H", "C", "O", "C", "O", "O", "C", "H", "H", "H", "H", "H", "H", "C", "O", "C", "O", "O", "C", "H", "H", "H", "H", "H", "H", "C", "O", "C", "O", "O", "C", "H", "H", "H", "H", "H", "H", "C", "O", "C", "O", "O", "C", "H", "H", "H", "H", "H", "H"], "positions_angstrom": [[3.823, -0.384, -0.345], [3.292, -0.809, -1.692], [4.102, -0.815, -2.824], [3.595, -1.231, -4.055], [2.263, -1.628, -4.154], [1.423, -1.593, -3.043], [-0.042, -1.929, -3.138], [-1.049, -0.362, -3.522], [-2.768, -0.755, -3.410], [-0.691, 0.244, -5.545], [-0.754, 1.007, -2.280], [0.437, 1.947, -2.544], [0.707, 2.775, -1.272], [0.168, 2.917, -3.710], [1.955, -1.198, -1.811], [3.499, -1.108, 0.396], [3.356, 0.562, -0.082], [4.899, -0.279, -0.378], [5.132, -0.513, -2.722], [4.238, -1.247, -4.918], [1.886, -1.959, -5.110], [-0.371, -2.320, -2.180], [-0.236, -2.663, -3.914], [-3.011, -1.469, -4.090], [-2.885, -1.202, -2.503], [0.156, -0.712, -5.937], [-0.674, 0.601, -1.272], [-1.655, 1.621, -2.286], [1.351, 1.396, -2.752], [0.633, 2.162, -0.379], [1.678, 3.259, -1.320], [-0.043, 3.558, -1.185], [0.569, 3.895, -3.457], [0.678, 2.600, -4.611], [-0.895, 3.043, -3.890], [1.313, -1.200, -0.942], [8.541, 2.241, 1.438], [9.366, 1.972, 0.302], [8.696, 1.581, -0.780], [7.503, 1.446, -0.860], [9.573, 1.365, -1.758], [8.986, 0.935, -2.988], [9.212, 2.546, 2.234], [7.841, 3.046, 1.221], [7.998, 1.347, 1.738], [8.301, 1.689, -3.371], [8.463, -0.010, -2.854], [9.808, 0.801, -3.685], [-5.382, -3.146, -2.279], [-6.554, -3.723, -2.855], [-6.335, -4.343, -4.013], [-5.273, -4.439, -4.571], [-7.492, -4.838, -4.447], [-7.403, -5.532, -5.693], [-5.692, -2.671, -1.353], [-4.643, -3.916, -2.062], [-4.960, -2.396, -2.945], [-6.734, -6.386, -5.609], [-7.057, -4.865, -6.480], [-8.407, -5.875, -5.921], [-1.399, 0.229, 6.033], [-0.561, 0.743, 4.994], [-0.407, -0.074, 3.957], [-0.899, -1.166, 3.835], [0.388, 0.524, 3.068], [0.641, -0.253, 1.899], [-1.440, 0.991, 6.805], [-2.404, 0.044, 5.660], [-0.980, -0.687, 6.445], [-0.288, -0.465, 1.370], [1.143, -1.184, 2.157], [1.288, 0.342, 1.263], [-4.675, 0.801, 10.640], [-5.445, 1.860, 10.067], [-4.964, 2.328, 8.917], [-3.972, 1.938, 8.357], [-5.766, 3.301, 8.494], [-5.366, 3.898, 7.258], [-5.180, 0.524, 11.560], [-4.642, -0.055, 9.969], [-3.665, 1.139, 10.863], [-5.358, 3.160, 6.460], [-4.382, 4.353, 7.354], [-6.103, 4.665, 7.040]], "atomic_forces_ev_per_a": [[-0.562, -0.111, -0.558], [-0.274, -0.095, 0.003], [-0.289, -0.158, -0.096], [-0.327, 0.051, 0.608], [0.385, 0.206, -0.003], [0.077, -0.121, 0.377], [0.514, 0.769, -0.216], [-0.474, -0.626, 0.246], [0.690, -0.227, 0.057], [-0.157, 0.246, -0.285], [0.333, 0.200, -0.598], [-0.084, 0.600, 0.544], [-0.260, -0.138, -0.373], [0.522, -0.053, 0.277], [0.443, -0.021, -0.702], [0.256, -0.107, 0.245], [0.174, 0.267, 0.145], [0.183, 0.057, 0.238], [0.174, 0.061, -0.062], [0.064, -0.035, -0.183], [-0.098, -0.077, -0.091], [-0.252, -0.132, 0.127], [-0.080, -0.198, -0.094], [-0.139, 0.104, -0.117], [-0.331, 0.136, 0.079], [0.012, -0.159, 0.237], [-0.010, -0.301, 0.100], [-0.213, 0.032, 0.071], [0.012, -0.319, -0.105], [0.206, -0.100, 0.211], [0.159, 0.035, 0.065], [-0.150, 0.112, 0.080], [0.048, 0.202, 0.013], [-0.218, -0.074, -0.254], [-0.172, -0.036, -0.162], [-0.090, 0.018, 0.199], [-0.010, 0.055, 0.176], [0.031, 0.003, 0.006], [0.086, 0.018, 0.001], [-0.105, -0.045, -0.007], [0.031, -0.001, 0.000], [0.023, -0.046, -0.175], [0.072, -0.012, -0.061], [-0.051, -0.047, -0.036], [-0.056, 0.009, -0.052], [-0.059, -0.023, 0.046], [-0.061, 0.030, 0.027], [0.058, 0.026, 0.069], [0.106, 0.124, 0.177], [-0.021, -0.016, 0.032], [-0.073, 0.018, 0.003], [0.053, -0.005, -0.024], [-0.025, -0.002, 0.020], [-0.088, -0.096, -0.136], [-0.129, -0.041, -0.025], [0.027, 0.001, -0.084], [0.020, -0.038, -0.039], [0.064, 0.043, -0.010], [0.076, -0.008, 0.019], [-0.028, 0.041, 0.081], [-0.111, 0.037, 0.229], [0.020, 0.030, 0.012], [0.009, 0.071, 0.018], [-0.020, -0.053, -0.010], [0.032, 0.046, -0.012], [0.066, -0.044, -0.210], [0.047, 0.070, -0.073], [0.019, -0.070, -0.038], [-0.024, -0.050, -0.076], [-0.014, -0.081, 0.058], [-0.083, -0.044, 0.009], [0.017, 0.114, 0.089], [0.021, -0.119, 0.137], [-0.023, 0.007, 0.016], [-0.070, 0.034, 0.036], [0.087, -0.048, -0.048], [-0.026, 0.013, 0.009], [-0.033, 0.126, -0.130], [-0.064, 0.066, -0.019], [0.056, 0.029, -0.043], [0.025, -0.010, -0.072], [0.069, -0.028, 0.019], [0.038, -0.067, -0.011], [-0.044, -0.024, 0.080]], "energy_ha": -2586.91720, "smiles": "Cc1cccc(C[Si@](N)(S)CC(C)C)c1.COC(=O)OC.COC(=O)OC.COC(=O)OC.COC(=O)OC", "e_homo_ev": -8.585, "gap_ev": 9.06, "spin_multiplicity": 1, "total_charge": 0}